Computed, not measured: a molecular structure, C63H161NO20V, with ωB97M-V with the def2-TZVPD basis set.

```
246
C63H161NO20V (ωB97M-V with the def2-TZVPD basis set)
O 1.7873 2.8334 -1.0803
V 0.3329 2.2684 -1.4275
C 1.4893 -0.6249 0.2872
C -0.0079 -0.2647 0.5049
C -0.4495 0.2216 1.8602
O -0.2968 0.7615 -0.4286
H 1.5969 -0.7272 -0.7838
H 1.7462 -1.5749 0.7111
H 2.0392 0.2120 0.7790
H -0.6479 -1.1701 0.2967
H -0.4031 -0.5221 2.6702
H -1.4831 0.5631 1.8452
H 0.2544 1.0103 2.1457
C 0.5901 5.3594 -4.8453
C -0.0242 5.3616 -3.4733
C -1.0161 6.6367 -3.3615
C -2.2245 6.6533 -4.3120
C -3.0326 5.4485 -4.0487
C -2.2560 4.1475 -4.1030
N -0.9296 4.2205 -3.2862
O -0.2021 3.0183 -3.2040
C -1.9441 3.7580 -5.5182
C -3.0690 3.0534 -3.3095
C 0.9854 5.5682 -2.3733
H 1.5565 5.7545 -4.6988
H 0.0201 5.9671 -5.4782
H 0.6858 4.3652 -5.3010
H -0.4513 7.5398 -3.6092
H -1.1357 6.7925 -2.3004
H -1.8117 6.7583 -5.3247
H -2.7561 7.5982 -4.1758
H -3.8388 5.3009 -4.8926
H -3.5034 5.4859 -3.0922
H -1.2551 2.9279 -5.5704
H -1.5073 4.5362 -6.0738
H -2.8913 3.3559 -5.9452
H -3.4620 3.3345 -2.3306
H -2.5217 2.0728 -3.1663
H -3.9592 2.9085 -3.9532
H 1.5896 6.4483 -2.4692
H 1.6104 4.6784 -2.2321
H 0.4098 5.5685 -1.4772
C -4.1118 1.8054 5.3965
C -5.5896 2.0245 5.1487
C -6.4313 1.8401 6.3707
O -5.8844 3.3122 4.6398
H -3.8058 2.1852 6.4143
H -3.3836 2.3369 4.6865
H -4.0047 0.6925 5.4134
H -5.9234 1.2861 4.4310
H -6.2538 0.9862 6.9639
H -7.4564 1.9847 6.1067
H -6.1788 2.7726 6.9319
H -5.6758 3.3170 3.7123
C -3.8724 0.6447 -8.1876
C -3.2634 -0.1924 -7.0599
C -2.0450 -0.8932 -7.6131
O -3.0353 0.7530 -6.0515
H -3.1263 1.3591 -8.5973
H -4.6544 1.2537 -7.7546
H -4.2477 0.0210 -9.0684
H -3.9156 -0.9250 -6.6026
H -1.2861 -1.2067 -6.8784
H -1.6050 -0.2355 -8.3143
H -2.2957 -1.8814 -8.1333
H -2.2871 0.5337 -5.5237
C -4.6713 -0.2123 -0.8092
C -3.5087 -0.8869 -1.4140
C -3.9218 -1.6336 -2.6564
O -2.5015 0.0255 -1.7905
H -4.9572 0.7283 -1.3805
H -4.3944 0.2248 0.1662
H -5.5645 -0.8001 -0.6005
H -3.1368 -1.6801 -0.7543
H -4.0415 -0.8129 -3.3780
H -4.8262 -2.1902 -2.4757
H -3.1127 -2.2479 -3.0937
H -1.9051 0.2117 -1.0736
C -2.9602 -6.7743 -0.1859
C -3.3228 -5.5679 -0.9759
C -4.8573 -5.4160 -0.8475
O -2.6414 -4.4332 -0.4079
H -1.9202 -7.1638 -0.3938
H -3.5836 -7.5870 -0.5686
H -3.0688 -6.5934 0.9250
H -3.0622 -5.6007 -2.0362
H -5.2686 -5.3455 0.1686
H -5.2988 -6.2778 -1.2877
H -5.1361 -4.4696 -1.4034
H -2.7580 -4.4878 0.5596
C 3.5173 0.3123 -3.2718
C 2.3361 1.2101 -3.6825
C 1.8856 0.9970 -5.0993
O 1.2848 0.8132 -2.6956
H 4.4493 0.4853 -3.8859
H 3.3356 -0.7111 -3.4163
H 3.7932 0.4055 -2.2210
H 2.5382 2.2820 -3.4084
H 2.6464 1.1644 -5.8274
H 1.2634 1.8351 -5.3944
H 1.4202 0.0420 -5.2809
H 0.5884 0.2985 -3.1767
C -1.5441 -1.5809 7.1146
C -0.4801 -0.7318 6.4009
C 0.8767 -1.3554 6.5357
O -0.8825 -0.6733 5.0208
H -2.4897 -1.1444 6.8478
H -1.4808 -1.6669 8.2303
H -1.5283 -2.5824 6.6767
H -0.4254 0.2440 6.8196
H 1.1820 -1.6078 7.5347
H 1.5632 -0.7384 5.9877
H 0.8058 -2.3034 5.9378
H -1.4238 0.0955 4.8396
C 1.4590 -6.3259 0.3069
C 2.0070 -5.1492 1.1156
C 2.7702 -5.5601 2.3447
O 2.7841 -4.3884 0.2015
H 0.9563 -7.0755 0.9305
H 2.2003 -6.8575 -0.2790
H 0.7561 -5.9513 -0.4627
H 1.1649 -4.5572 1.4694
H 2.2004 -5.8844 3.2130
H 3.4491 -4.7374 2.6370
H 3.4134 -6.3740 2.0176
H 3.3343 -3.6686 0.5707
C -6.5298 3.9109 -0.3951
C -6.7671 4.1195 1.0765
C -8.2234 3.6329 1.3344
O -5.8728 3.3182 1.7747
H -6.7242 2.8176 -0.5999
H -5.4918 4.1407 -0.5406
H -7.2742 4.4061 -0.9643
H -6.6599 5.0857 1.4826
H -8.8767 4.2762 0.7251
H -8.6233 3.7368 2.3355
H -8.3257 2.5711 1.0949
H -5.9693 2.4975 1.3127
C -5.5795 -3.0104 3.0831
C -4.1816 -2.8732 2.4428
C -3.2755 -1.7573 3.0325
O -3.4188 -4.0446 2.5124
H -5.5661 -3.3745 4.1137
H -6.0281 -3.7970 2.5250
H -6.1166 -2.1192 2.9819
H -4.2870 -2.5659 1.4005
H -3.7628 -0.7733 2.8845
H -2.3298 -1.6933 2.5015
H -3.1754 -2.0247 4.0645
H -3.2107 -4.1824 3.4441
C 0.5398 -2.6877 -4.4866
C -0.6207 -2.1228 -3.6857
C -0.5243 -2.5640 -2.2971
O -0.6632 -0.7532 -3.8028
H 0.6266 -2.4343 -5.5615
H 0.4551 -3.8122 -4.4089
H 1.4765 -2.4148 -4.0117
H -1.4877 -2.5700 -4.1594
H -0.7589 -3.6047 -2.2281
H -1.2824 -2.0755 -1.7339
H 0.4711 -2.3413 -1.9319
H -1.2990 -0.4133 -3.1291
C 5.1817 -2.2441 -1.0645
C 6.0512 -0.9924 -0.9625
C 5.5563 0.1033 0.0010
O 7.3624 -1.3570 -0.5093
H 5.3328 -2.9040 -0.2223
H 5.3834 -2.8821 -1.8856
H 4.0906 -1.9866 -1.0271
H 6.2115 -0.5883 -1.8956
H 4.6518 0.5954 -0.3296
H 6.3822 0.7975 0.0393
H 5.4547 -0.2681 1.0396
H 7.8118 -1.6895 -1.2831
C 0.5423 3.5229 6.1831
C 0.5723 2.7163 4.8699
C 0.9660 3.5639 3.6743
O 1.4208 1.5998 5.1912
H -0.0743 4.4588 6.0319
H 1.5204 3.9520 6.2264
H 0.3146 2.9372 7.0464
H -0.3311 2.2578 4.7320
H 1.9815 3.9693 3.6449
H 0.1585 4.2854 3.6463
H 0.8241 2.9467 2.8009
H 1.6160 1.0600 4.4172
C 8.8935 -4.5468 -1.8807
C 9.6780 -3.4144 -2.4723
C 10.5685 -3.7844 -3.6787
O 8.7723 -2.3730 -2.8611
H 9.5971 -5.2115 -1.3994
H 8.4841 -5.1739 -2.6717
H 8.1778 -4.1709 -1.1542
H 10.2790 -3.0018 -1.6535
H 10.8475 -2.8652 -4.0879
H 9.9541 -4.3391 -4.4000
H 11.3928 -4.4241 -3.3933
H 9.3053 -1.6542 -3.1460
C 7.6166 0.9941 -3.5244
C 9.0119 1.3907 -3.8754
C 9.3743 2.8515 -3.7742
O 9.9435 0.5951 -3.1436
H 6.8701 1.4241 -4.1155
H 7.4286 1.3237 -2.4616
H 7.5627 -0.1015 -3.7710
H 9.2104 1.0909 -4.8969
H 8.7707 3.4357 -4.5512
H 10.3756 3.0189 -4.1166
H 9.2162 3.2423 -2.7843
H 9.6831 0.5688 -2.1926
C -1.3539 5.2681 0.7671
C -1.2001 3.7452 0.5778
C -2.5017 2.9615 0.9601
O -0.9631 3.5170 -0.8009
H -0.6273 5.8723 0.2050
H -1.2821 5.5296 1.8461
H -2.3786 5.5380 0.3703
H -0.4365 3.3782 1.2532
H -3.3182 3.2577 0.2643
H -2.8059 3.1534 2.0198
H -2.2289 1.9110 0.8182
H -1.2789 4.2069 -2.3260
C 5.2153 2.9919 4.3844
C 6.0043 1.7258 4.7172
C 5.3005 0.6636 5.5979
O 6.3923 1.0802 3.4533
H 5.6498 3.6413 3.6064
H 5.1594 3.7155 5.2176
H 4.1472 2.6544 4.1317
H 6.9252 1.8888 5.2414
H 4.6431 0.0796 4.9189
H 4.6309 1.0645 6.3075
H 5.9330 -0.0330 6.1208
H 6.6658 0.1609 3.6098
C -2.3254 -6.3945 7.0201
C -2.7718 -6.0086 5.5678
C -4.2521 -5.8848 5.3342
O -2.1798 -4.8332 5.1206
H -2.7853 -7.2741 7.3793
H -2.4115 -5.6139 7.8000
H -1.2612 -6.6104 6.9067
H -2.3187 -6.8768 5.0439
H -4.8118 -6.8560 5.5129
H -4.4815 -5.5605 4.3702
H -4.7062 -5.2276 6.1423
H -1.2315 -5.0134 5.1727
```

The spin multiplicity is 2. The total energy is -136067.552 eV. The expectation value of S² is 0.762. The frontier orbital gap (spin up / spin down) is 8.1 / 9.2 eV. As for the charge: 0. The HOMO energy (spin up / spin down) is -7.70 / -8.76 eV.

These are the Löwdin partial charges, in e, on atoms 1 to 8:
1. O -0.3489
2. V 0.9504
3. C -0.0197
4. C -0.4855
5. C -0.0520
6. O -0.3435
7. H 0.0507
8. H 0.0552